No. 1
The molecule C3H6N4S. Source: the OMol25 dataset; level of theory: ωB97M-V/def2-TZVPD.

The geometry in XYZ format:
```
14
Properties=species:S:1:pos:R:3:forces:R:3:mulliken_charge:R:1
H 1.785 -2.031 -2.032 -0.1 3.5 0.6 0.267
N 1.656 -0.902 -1.877 -2.4 -4.2 1.7 -0.630
C 0.791 -0.833 -0.871 3.5 -1.7 -0.5 0.395
N 0.321 -1.821 0.149 -0.7 2.4 -1.9 -0.510
C -0.581 -1.085 0.729 -1.1 -4.3 1.4 0.055
N -0.724 0.201 0.351 -2.3 1.3 2.7 -0.027
C -0.676 1.069 1.581 -0.6 1.9 -1.0 -0.762
N 0.311 0.380 -0.441 3.1 1.8 -4.1 0.048
S 0.460 1.679 -1.569 -1.3 -0.9 -1.6 -0.184
H -1.273 -1.593 1.494 1.2 1.4 -1.0 0.287
H -1.710 0.750 2.006 2.2 1.2 0.3 0.363
H -0.600 2.279 1.261 -0.7 -3.5 0.8 0.228
H 0.317 0.835 2.101 -1.7 0.2 -0.1 0.300
H -0.077 1.072 -2.881 0.9 0.9 2.7 0.171
```
Forces are in eV/Å.

The HOMO energy comes out at -0.317 Ha. The SMILES is [H]/N=c1\ncn(C)n1S. The calculation puts the HOMO-LUMO gap at 9.07 eV. The spin multiplicity is 1.



No. 2
A structure of composition C4H12BrHfO2S2. Source: the OMol25 dataset; level of theory: ωB97M-V/def2-TZVPD.

The geometry in XYZ format:
```
22
Properties=species:S:1:pos:R:3:forces:R:3:mulliken_charge:R:1
Hf -2.834 0.925 -1.224 8.9 -0.3 1.4 1.388
Br -0.816 2.603 -2.115 -3.0 -1.7 0.5 -0.143
C 0.417 2.635 1.604 -0.5 -1.4 -0.4 -0.867
S -1.073 1.616 1.921 0.7 0.7 1.3 0.544
O -1.641 1.087 0.539 -2.4 -0.8 -2.6 -0.016
C -0.175 0.263 2.716 -0.5 -0.8 -0.3 -0.875
H 1.223 1.940 1.369 0.1 0.1 -0.1 0.341
H 0.571 3.018 2.614 0.0 0.7 -0.3 0.460
H 0.229 3.297 0.765 0.0 0.6 0.5 0.357
H 0.471 0.680 3.490 -0.2 0.4 0.0 0.443
H 0.444 -0.290 2.008 0.0 0.2 -0.2 0.287
H -0.870 -0.435 3.182 -0.2 0.2 0.0 0.384
C 1.271 -0.675 -1.333 -0.8 0.7 -1.2 -0.793
S -0.269 -1.541 -1.025 0.6 -1.2 1.8 0.671
O -1.461 -0.698 -1.598 -3.2 2.6 -0.7 -0.441
C -0.090 -3.041 -2.003 0.5 0.7 -1.3 -0.991
H 2.033 -1.118 -0.694 0.0 -0.1 -0.1 0.445
H 1.094 0.385 -1.139 0.0 -0.1 0.6 0.177
H 1.486 -0.672 -2.403 0.3 -0.5 0.1 0.446
H 0.595 -3.705 -1.472 -0.2 0.1 0.4 0.417
H 0.414 -2.737 -2.923 -0.1 -0.1 -0.1 0.372
H -1.019 -3.535 -2.278 -0.2 0.1 0.5 0.396
```
Forces are in eV/Å.

The HOMO energy comes out at -0.782 Ha. The calculation puts the HOMO-LUMO gap at 7.26 eV. The spin multiplicity is 1. The total charge is +3.



no.,F_max (eV/Å)
1,5.437
2,9.065